# 1
Below is an isolated molecule of C3H7N3O at a distorted geometry, with properties calculated with ωB97M-V with the def2-TZVPD basis set.

## Properties
DFT total energy	-9738.1438	eV
SMILES	[H]/N=C\C(=O)N(C)N
strongest force on any atom	4.00	eV/A
LUMO	-0.081	eV
Kohn-Sham gap	0.3225	Eh
energy above the lowest of the compared OMol25 structures with the same formula, charge and spin	471.8	kJ/mol

Last column: Löwdin charge in e.
Geometry (Å):
O  1.435  -0.602  1.325  0.125
N  -0.459  0.072  -0.024  -0.309
N  2.615  1.120  -1.100  0.105
N  -0.825  -0.569  -1.242  0.057
C  1.540  1.102  -0.413  -0.195
C  0.989  -0.070  0.339  -0.398
C  -1.374  -0.148  1.100  -0.060
H  -0.777  -1.582  -1.131  0.087
H  -1.306  -1.190  1.424  0.082
H  -1.785  -0.319  -1.474  0.087
H  -2.407  0.031  0.796  0.083
H  0.277  1.417  -0.587  0.188
H  3.158  0.258  -0.958  0.057
H  -1.081  0.479  1.944  0.092

Atoms 1-6, force components in eV/Å:
-0.78 -0.30 -1.11
-0.82 -1.45 1.15
-0.93 0.35 0.56
0.49 -0.33 0.13
-1.48 -0.76 -2.68
-0.66 0.94 1.51

=====

# 2
Below is an isolated molecule of C3H7N3O, with properties calculated with ωB97M-V with the def2-TZVPD basis set.

## Properties
DFT total energy	-9739.7592	eV
SMILES	C=N/C(N)=C(\[NH3+])[O-]
strongest force on any atom	0.50	eV/A
LUMO (spin up / spin down)	0.291 / 0.292	eV
Kohn-Sham gap (spin up / spin down)	0.2667 / 0.2668	Eh
energy above the lowest of the compared OMol25 structures with the same formula, charge and spin	315.9	kJ/mol

Last column: Löwdin charge in e.
Geometry (Å):
O  -2.204  -0.899  0.162  0.036
N  -1.214  1.196  -0.008  0.168
N  1.258  -0.084  0.111  0.017
N  0.224  -2.198  0.340  0.093
C  0.171  -0.827  0.029  -0.389
C  1.345  1.123  -0.476  -0.174
C  -1.157  -0.312  -0.075  -0.420
H  -1.570  1.618  -0.866  0.147
H  1.105  -2.418  0.790  0.084
H  0.968  1.243  -1.495  0.066
H  -0.567  -2.465  0.918  0.076
H  2.254  1.686  -0.276  0.048
H  -1.863  1.423  0.753  0.149
H  -0.138  1.578  0.070  0.099

Atoms 1-6, force components in eV/Å:
0.23 0.17 -0.08
0.02 0.23 0.00
-0.21 0.28 -0.10
0.11 0.12 0.21
-0.09 0.03 -0.05
0.42 -0.26 -0.09